Molecular formula: C5H8IN3
Method: DFT, ωB97M-V with the def2-TZVPD basis set

Output
* HOMO level: -8.23 eV
* spin multiplicity: 1
* HOMO-LUMO gap: 0.32680 Ha
* SMILES string: Cc1nn(C)c(N)c1I
* calculated total energy: -17884.49530 eV

The geometry in XYZ format:
```
17
C5H8IN3 ωB97M-V with the def2-TZVPD basis set
C 0.477 1.233 -0.151
C -0.761 -0.552 -0.448
H 1.012 -2.574 0.965
C 1.174 2.512 -0.250
I -1.460 1.277 -2.729
N 0.058 -0.700 0.647
N 0.819 0.393 0.764
C 0.381 -1.822 1.519
H -0.592 -2.262 1.817
N -1.601 -1.528 -0.966
H -2.505 -1.357 -1.057
H 1.893 2.476 -1.194
H 0.987 -1.440 2.341
C -0.540 0.708 -0.935
H 0.435 3.433 -0.524
H 1.754 2.675 0.649
H -1.532 -2.473 -0.449
```